Record 1
A 10-piece molecular cluster, C34H85N6O11S10 overall in a non-equilibrium geometry, computed with the ωB97M-V functional and the def2-TZVPD basis.

## Properties
**E_HOMO**: -9.260 eV
**Net charge**: +1
**Lowest unoccupied orbital energy**: -3.6 eV
**Gap between HOMO and LUMO**: 5.65 eV

Atoms and positions in Å:
C  -1.911  2.725  -0.261
C  -3.205  1.869  -0.817
O  -3.076  0.410  -0.675
C  -4.381  -0.265  -0.596
C  -4.428  -1.748  -1.324
C  -2.956  -2.110  -1.940
C  -2.785  -3.636  -2.511
C  -1.616  -4.482  -1.678
C  -0.108  -3.772  -1.821
C  0.645  -4.042  -0.387
C  1.835  -2.977  -0.017
C  1.360  -1.396  -0.189
S  2.208  -0.782  -1.771
C  1.015  0.175  -2.854
N  -0.175  1.007  -2.427
N  -0.724  1.551  -3.577
C  0.082  1.076  -4.798
O  1.165  0.190  -4.320
N  -4.489  -2.667  -0.086
C  -5.372  -3.909  -0.325
N  -5.170  -5.215  0.108
N  -6.459  -3.321  -1.197
C  -5.798  -2.238  -2.076
C  -7.076  -1.163  -2.190
N  -5.754  -2.770  -3.491
H  -2.254  3.685  0.330
H  -1.164  2.082  0.400
H  -1.317  3.122  -1.211
H  -4.157  2.276  -0.223
H  -3.302  2.090  -1.983
H  -5.184  0.492  -0.987
H  -4.609  -0.405  0.567
H  -2.161  -2.001  -1.056
H  -2.679  -1.325  -2.776
H  -3.773  -4.259  -2.583
H  -2.350  -3.535  -3.618
H  -1.479  -5.565  -2.139
H  -1.922  -4.649  -0.543
H  -0.222  -2.646  -2.117
H  0.514  -4.279  -2.704
H  -0.122  -4.023  0.525
H  1.060  -5.156  -0.412
H  2.840  -3.165  -0.629
H  2.136  -3.129  1.127
H  1.607  -0.754  0.758
H  0.175  -1.350  -0.314
H  -0.122  1.373  -5.912
H  -3.571  -2.899  0.353
H  -5.118  -5.939  -0.670
H  -4.996  -5.498  1.097
H  -7.108  -3.973  -1.689
H  -7.446  -0.788  -1.142
H  -6.616  -0.216  -2.743
H  -7.935  -1.556  -2.891
H  -5.632  -2.018  -4.205
H  -6.612  -3.342  -3.722
C  6.449  -5.424  0.594
S  6.139  -3.762  -0.048
O  4.686  -3.683  -0.413
C  7.073  -3.981  -1.582
H  5.923  -5.533  1.546
H  6.080  -6.172  -0.111
H  7.521  -5.558  0.757
H  6.665  -4.819  -2.152
H  8.124  -4.163  -1.346
H  6.990  -3.066  -2.173
C  -10.484  1.199  -5.708
S  -10.815  -0.305  -4.758
O  -9.929  -0.278  -3.548
C  -10.072  -1.443  -5.952
H  -10.835  2.059  -5.132
H  -9.412  1.298  -5.889
H  -11.023  1.157  -6.657
H  -9.025  -1.179  -6.117
H  -10.624  -1.396  -6.893
H  -10.130  -2.456  -5.548
C  1.428  5.572  2.036
S  1.097  4.068  2.986
O  1.983  4.095  4.195
C  1.840  2.930  1.792
H  1.077  6.431  2.612
H  2.500  5.671  1.855
H  0.889  5.529  1.086
H  2.887  3.194  1.626
H  1.288  2.976  0.851
H  1.782  1.916  2.195
C  3.913  5.504  6.210
S  3.500  6.249  7.806
O  2.675  7.471  7.534
C  5.180  6.801  8.190
H  2.996  5.119  5.758
H  4.353  6.256  5.550
H  4.614  4.681  6.361
H  5.541  7.472  7.407
H  5.839  5.934  8.275
H  5.161  7.335  9.143
C  12.962  -3.547  -0.821
S  11.813  -3.437  0.573
O  10.808  -4.540  0.416
C  11.022  -1.901  0.037
H  13.546  -4.465  -0.718
H  12.407  -3.574  -1.761
H  13.635  -2.687  -0.807
H  10.588  -2.030  -0.957
H  11.761  -1.096  0.022
H  10.230  -1.651  0.748
C  -2.212  7.610  1.987
S  -2.625  6.113  1.058
O  -1.805  6.121  -0.198
C  -4.302  6.628  0.616
H  -1.180  7.530  2.335
H  -2.311  8.487  1.343
H  -2.878  7.700  2.848
H  -4.270  7.566  0.058
H  -4.897  6.751  1.524
H  -4.751  5.851  -0.007
C  8.635  -4.209  5.465
S  7.648  -5.244  4.356
O  7.459  -4.483  3.078
C  6.111  -5.111  5.301
H  9.641  -4.117  5.051
H  8.185  -3.217  5.547
H  8.690  -4.679  6.449
H  5.819  -4.063  5.393
H  6.252  -5.551  6.291
H  5.329  -5.660  4.770
C  5.328  3.824  -1.684
S  4.997  2.320  -0.734
O  5.883  2.347  0.476
C  5.740  1.182  -1.928
H  4.977  4.684  -1.108
H  6.400  3.923  -1.865
H  4.789  3.782  -2.634
H  6.787  1.446  -2.094
H  5.188  1.229  -2.869
H  5.682  0.168  -1.525
C  -9.784  0.394  0.375
S  -9.415  2.074  -0.185
O  -8.069  2.447  0.362
C  -10.664  2.888  0.841
H  -9.091  -0.295  -0.113
H  -9.660  0.326  1.459
H  -10.808  0.133  0.098
H  -10.484  2.664  1.895
H  -11.658  2.543  0.548
H  -10.594  3.967  0.683



Record 2
A 12-piece molecular cluster, C34H88Cl4O30S10 overall in a non-equilibrium geometry, computed with the ωB97M-V functional and the def2-TZVPD basis.

## Properties
**Spin multiplicity**: 2
**E_HOMO (alpha / beta)**: -12.249 / -12.249 eV
**Net charge**: +1
**Lowest unoccupied orbital energy (alpha / beta)**: -2.8 / -10.4 eV
**⟨S²⟩**: 0.755
**Gap between HOMO and LUMO (alpha / beta)**: 9.49 / 1.85 eV

Atoms and positions in Å:
Cl  -0.387  1.744  4.354
C  0.642  1.661  5.752
C  2.066  1.462  5.370
Cl  2.195  -0.156  4.669
H  0.241  0.872  6.388
H  0.503  2.600  6.288
H  2.714  1.496  6.245
H  2.448  2.201  4.666
Cl  -0.096  3.982  -2.293
C  0.885  5.352  -1.811
C  0.494  5.880  -0.442
Cl  -1.158  6.480  -0.420
H  0.866  6.126  -2.579
H  1.962  5.191  -1.840
H  1.159  6.678  -0.113
H  0.504  5.098  0.318
O  2.143  4.923  4.789
S  1.489  5.862  3.870
O  1.667  5.618  2.419
O  -0.145  5.796  4.297
C  -1.045  6.542  3.410
C  -2.149  7.147  4.277
C  1.943  7.560  4.296
H  -1.434  5.836  2.676
H  -0.487  7.288  2.844
H  -2.820  7.830  3.755
H  -1.823  7.733  5.136
H  -2.742  6.314  4.653
H  1.239  7.824  5.085
H  1.782  8.207  3.433
H  3.001  7.506  4.552
O  1.779  -1.242  -1.812
S  1.226  -1.160  -0.461
O  1.966  -1.752  0.691
O  0.798  0.382  -0.236
C  0.328  0.852  1.028
C  0.143  2.386  0.968
C  -0.488  -2.007  -0.489
H  1.062  0.582  1.787
H  -0.604  0.289  1.092
H  1.010  3.037  1.083
H  -0.587  2.680  1.722
H  -0.309  2.639  0.009
H  -1.114  -1.360  -1.102
H  -0.798  -2.135  0.548
H  -0.361  -2.867  -1.146
O  -6.766  6.038  1.937
S  -5.389  6.221  1.469
O  -4.679  7.523  1.611
O  -4.376  5.057  2.178
C  -4.803  3.677  2.119
C  -3.456  2.800  1.958
C  -5.384  5.758  -0.351
H  -5.428  3.462  1.252
H  -5.338  3.489  3.050
H  -2.959  3.113  1.040
H  -3.652  1.731  1.879
H  -2.841  2.987  2.839
H  -5.878  6.551  -0.914
H  -6.000  4.873  -0.512
H  -4.392  5.539  -0.747
O  -7.110  1.695  -1.015
S  -6.504  2.083  -2.307
O  -7.140  3.047  -3.187
O  -4.911  2.502  -2.109
C  -4.128  1.713  -1.319
C  -2.732  2.278  -1.545
C  -6.241  0.561  -3.333
H  -4.140  0.667  -1.628
H  -4.466  1.778  -0.285
H  -2.043  1.536  -1.140
H  -2.497  3.271  -1.164
H  -2.472  2.187  -2.600
H  -7.228  0.163  -3.568
H  -5.830  -0.288  -2.787
H  -5.682  0.871  -4.215
O  2.636  -6.936  -1.233
S  1.899  -5.818  -0.617
O  1.165  -4.894  -1.439
O  0.915  -6.493  0.588
C  -0.175  -5.688  1.028
C  -1.442  -6.392  0.509
C  2.959  -4.890  0.568
H  -0.098  -4.677  0.628
H  -0.103  -5.632  2.114
H  -1.542  -6.510  -0.570
H  -2.313  -5.835  0.856
H  -1.499  -7.425  0.852
H  2.382  -4.501  1.408
H  3.330  -4.023  0.022
H  3.762  -5.566  0.861
O  -2.398  -4.191  -2.732
S  -2.711  -3.164  -3.709
O  -4.051  -2.554  -3.623
O  -1.518  -1.957  -3.666
C  -1.826  -0.622  -4.217
C  -0.576  0.299  -3.958
C  -2.434  -3.763  -5.411
H  -2.696  -0.170  -3.739
H  -2.088  -0.681  -5.273
H  -0.689  1.319  -4.325
H  0.348  -0.123  -4.354
H  -0.383  0.410  -2.891
H  -1.430  -4.170  -5.527
H  -2.717  -2.920  -6.042
H  -3.094  -4.595  -5.655
O  5.630  -4.323  1.627
S  5.233  -3.538  2.809
O  4.098  -3.856  3.674
O  6.625  -3.241  3.620
C  7.873  -3.586  3.050
C  8.927  -2.847  4.009
C  4.895  -1.868  2.169
H  7.834  -3.191  2.034
H  8.011  -4.667  3.037
H  9.915  -3.278  3.846
H  8.719  -3.068  5.055
H  9.057  -1.788  3.786
H  4.400  -1.987  1.205
H  5.832  -1.359  1.942
H  4.459  -1.197  2.909
O  4.083  -3.934  -3.079
S  3.617  -3.551  -4.428
O  3.937  -2.227  -5.049
O  3.965  -4.759  -5.477
C  4.136  -6.035  -4.948
C  3.671  -7.055  -5.985
C  1.764  -3.740  -4.370
H  3.611  -6.119  -3.996
H  5.182  -6.254  -4.731
H  2.595  -7.008  -6.156
H  3.904  -8.098  -5.769
H  4.235  -6.848  -6.895
H  1.569  -4.794  -4.169
H  1.495  -3.524  -5.404
H  1.357  -3.059  -3.623
O  6.831  0.875  -2.171
S  6.370  -0.119  -1.149
O  7.238  -1.234  -0.721
O  5.872  0.679  0.127
C  5.103  1.837  0.069
C  3.777  1.530  0.869
C  4.722  -0.798  -1.663
H  4.755  2.083  -0.935
H  5.545  2.763  0.436
H  3.131  2.405  0.928
H  4.054  1.418  1.918
H  3.179  0.709  0.473
H  5.040  -1.401  -2.514
H  4.189  0.065  -2.062
H  4.300  -1.335  -0.813
O  -3.355  -0.820  0.458
S  -3.862  -1.968  1.209
O  -3.148  -2.567  2.316
O  -5.443  -1.671  1.709
C  -6.282  -1.041  0.729
C  -7.699  -1.170  1.243
C  -4.327  -3.311  0.023
H  -6.142  -1.453  -0.270
H  -6.041  0.022  0.756
H  -7.846  -2.245  1.341
H  -8.443  -0.715  0.590
H  -7.781  -0.777  2.257
H  -4.605  -2.839  -0.920
H  -5.157  -3.879  0.442
H  -3.453  -3.939  -0.150